{"formula": "C18H47BNO12S", "method": "ωB97M-V with the def2-TZVPD basis set", "species": ["C", "N", "C", "B", "O", "S", "O", "O", "O", "H", "H", "H", "H", "H", "H", "H", "C", "O", "C", "C", "O", "C", "H", "H", "H", "H", "H", "H", "H", "H", "H", "H", "C", "O", "C", "C", "O", "C", "H", "H", "H", "H", "H", "H", "H", "H", "H", "H", "C", "O", "C", "C", "O", "C", "H", "H", "H", "H", "H", "H", "H", "H", "H", "H", "C", "O", "C", "C", "O", "C", "H", "H", "H", "H", "H", "H", "H", "H", "H", "H"], "coordinates": [[8.73373, 4.81533, 3.02083], [7.29310, 4.65068, 3.25663], [6.46137, 4.77374, 2.04999], [6.97473, 3.40768, 3.96375], [6.34977, 3.44102, 5.18934], [7.34827, 1.71145, 3.22357], [6.00960, 1.36599, 2.69857], [8.34443, 1.88244, 2.16528], [7.78427, 0.85107, 4.32618], [9.29912, 3.90655, 3.24457], [9.13302, 5.62166, 3.64666], [8.93921, 5.06686, 1.97918], [6.99565, 5.33640, 1.28504], [5.53308, 5.30514, 2.28136], [6.18495, 3.80404, 1.61824], [5.51479, 2.96493, 5.19477], [1.28091, 0.82321, -0.89953], [0.55558, 1.13873, 0.27327], [0.15614, -0.00126, 1.01589], [1.06398, -0.26971, 2.19643], [2.35750, -0.63932, 1.78268], [3.32506, 0.41082, 1.87952], [1.70981, 1.75063, -1.27637], [2.08951, 0.11911, -0.69254], [0.61825, 0.40230, -1.66592], [0.12803, -0.88559, 0.36924], [-0.86137, 0.18648, 1.37625], [0.64438, -1.10682, 2.76815], [1.09519, 0.60586, 2.85448], [3.58612, 0.60886, 2.91915], [2.95519, 1.32723, 1.41223], [4.22662, 0.08608, 1.37119], [-1.93823, -5.45250, 1.59083], [-1.52955, -4.13103, 1.30265], [-0.26700, -4.05460, 0.65610], [-0.41181, -3.81726, -0.82897], [-1.02518, -4.91524, -1.48806], [-2.39460, -4.70969, -1.76950], [-2.98144, -5.40957, 1.90082], [-1.85268, -6.10170, 0.71540], [-1.34520, -5.87593, 2.40922], [0.31251, -4.96436, 0.84037], [0.27846, -3.21495, 1.09668], [0.58316, -3.68507, -1.26358], [-0.98325, -2.89955, -1.00482], [-2.51753, -3.98342, -2.58249], [-2.94050, -4.35896, -0.88979], [-2.81559, -5.66204, -2.08875], [-7.11334, -5.26935, -6.73390], [-6.56800, -4.02697, -6.33637], [-6.70856, -3.76101, -4.95097], [-5.42967, -4.02838, -4.18961], [-5.08541, -5.40331, -4.19995], [-4.06816, -5.72615, -5.12955], [-6.78445, -5.45563, -7.75492], [-6.76842, -6.08483, -6.09337], [-8.20866, -5.23915, -6.71680], [-7.52376, -4.35692, -4.52753], [-6.96977, -2.70395, -4.84359], [-5.57202, -3.73180, -3.14579], [-4.61516, -3.42549, -4.60413], [-3.09878, -5.34902, -4.78602], [-4.27818, -5.32032, -6.12222], [-4.01544, -6.81168, -5.19451], [-3.42371, 5.45819, 2.34309], [-3.11205, 5.72211, 0.98970], [-2.07868, 6.67903, 0.82266], [-0.74192, 6.03309, 0.52993], [-0.26877, 5.27768, 1.62522], [-0.45727, 3.87629, 1.47531], [-4.07613, 4.58656, 2.36162], [-2.52642, 5.24391, 2.92826], [-3.95354, 6.30510, 2.79484], [-1.99469, 7.30963, 1.71416], [-2.35911, 7.31859, -0.02041], [-0.00978, 6.82307, 0.33139], [-0.81722, 5.40902, -0.36704], [0.22465, 3.46118, 0.73375], [-1.48738, 3.64302, 1.19190], [-0.24098, 3.41874, 2.43940]], "charge": -1, "homo_ev": -4.706}